(1)
This record from OMol25 describes C4H6N2O in the gas phase. The level of theory is ωB97M-V with the def2-TZVPD basis set.

Geometry as ORCA input:
```
! RIJCOSX wB97M-V def2-TZVPD def2/J DEFGRID3
* xyz 0 1
C -1.60 0.08 0.25
C -0.82 0.22 -0.94
N -0.45 -0.86 -1.60
O 1.03 -0.69 -1.59
C 1.22 0.21 -0.57
N 1.21 -0.44 0.73
C 0.26 1.19 -0.61
H -2.07 -0.90 0.39
H -0.02 -0.42 0.96
H -2.14 0.93 0.65
H 1.64 0.09 1.49
H 1.61 -1.38 0.70
H 0.13 1.96 0.14
*
```

Energy relative to the best compared isomer or geometry (same formula, charge and spin): 795.10 kJ/mol
LUMO (alpha / beta): -0.3460 / -0.3457 eV

=====

(2)
This record from OMol25 describes 2 unconnected molecules or ions with the total composition F4N2. The level of theory is ωB97M-V with the def2-TZVPD basis set.

Geometry as ORCA input:
```
! RIJCOSX wB97M-V def2-TZVPD def2/J DEFGRID3
* xyz 0 1
N 0.06 -0.09 -0.84
N -0.69 0.08 0.18
F 1.86 -0.93 -0.07
F 0.79 1.07 -1.04
F -0.38 0.65 1.31
F -1.65 -0.79 0.46
*
```

Energy relative to the best compared isomer or geometry (same formula, charge and spin): 173.60 kJ/mol
LUMO (alpha / beta): -1.9372 / -2.3900 eV

=====

(3)
This record from OMol25 describes a molecular structure, C39H45NO2RbS4Sb3. The level of theory is ωB97M-V with the def2-TZVPD basis set.

Geometry as ORCA input:
```
! RIJCOSX wB97M-V def2-TZVPD def2/J DEFGRID3
* xyz -1 2
Rb -0.05 0.14 -0.09
C -1.73 2.68 -0.35
C -1.91 4.08 0.24
C -1.80 4.09 1.78
Sb -0.22 2.78 2.52
C 0.12 3.99 4.27
C 1.37 4.52 4.61
C 1.55 5.26 5.77
C 0.48 5.49 6.62
C -0.77 4.97 6.31
C -0.95 4.23 5.15
C 1.29 3.77 1.34
C 2.21 2.99 0.64
C 3.18 3.57 -0.19
C 3.24 4.95 -0.31
C 2.33 5.75 0.38
C 1.36 5.16 1.19
Sb -2.02 2.40 -2.47
C -3.92 3.35 -2.46
C -5.03 2.53 -2.24
C -6.31 3.05 -2.17
C -6.51 4.42 -2.33
C -5.42 5.25 -2.55
C -4.14 4.72 -2.62
C -0.89 4.10 -3.16
C 0.23 4.62 -2.50
C 1.00 5.61 -3.10
C 0.67 6.11 -4.35
C -0.44 5.60 -5.02
C -1.20 4.60 -4.43
H -2.41 1.96 0.14
H -0.72 2.33 -0.15
H -2.86 4.50 -0.08
H -1.14 4.74 -0.17
H -2.72 3.68 2.22
H -1.66 5.09 2.17
H 2.22 4.35 3.95
H 2.53 5.65 6.01
H 0.62 6.07 7.53
H -1.61 5.14 6.97
H -1.93 3.82 4.93
H 2.20 1.91 0.76
H 3.88 2.94 -0.73
H 3.99 5.41 -0.95
H 2.36 6.83 0.28
H 0.66 5.80 1.71
H -4.89 1.46 -2.12
H -7.16 2.40 -1.99
H -7.51 4.83 -2.27
H -5.57 6.32 -2.67
H -3.30 5.39 -2.78
H 0.53 4.25 -1.52
H 1.87 6.00 -2.57
H 1.27 6.89 -4.81
H -0.71 5.98 -6.00
H -2.05 4.22 -4.98
S 0.49 -3.79 2.06
Sb 0.22 -1.70 3.03
S -1.79 -0.70 2.45
S 1.90 -0.23 2.38
O 0.51 -2.29 -0.87
C 1.47 -2.74 -1.82
C 2.89 -2.66 -1.30
C 3.34 -1.28 -0.81
C 3.29 -0.19 -1.85
C 4.42 0.21 -2.55
C 4.33 1.23 -3.49
C 3.10 1.83 -3.72
C 2.02 1.37 -2.99
N 2.09 0.40 -2.07
H 0.57 -2.82 -0.04
H 1.34 -2.12 -2.71
H 1.26 -3.77 -2.12
H 3.56 -3.02 -2.10
H 3.00 -3.35 -0.46
H 4.37 -1.35 -0.44
H 2.74 -0.99 0.05
H 5.37 -0.28 -2.34
H 5.21 1.56 -4.03
H 2.98 2.64 -4.42
H 1.04 1.80 -3.15
O -2.29 -0.31 -1.19
S -2.58 -1.66 -0.54
C -3.15 -2.69 -1.90
C -4.61 -2.33 -2.14
C -5.21 -2.31 -0.74
C -4.25 -1.51 0.15
H -3.02 -3.73 -1.59
H -2.46 -2.48 -2.72
H -5.10 -3.03 -2.81
H -4.67 -1.34 -2.59
H -5.29 -3.33 -0.36
H -6.22 -1.89 -0.71
H -4.23 -1.78 1.20
H -4.42 -0.43 0.07
*
```

LUMO (alpha / beta): 2.0056 / 1.9863 eV

=====

(4)
This record from OMol25 describes a gas-phase ion, C2H10N2O2P (charge +1). The level of theory is ωB97M-V with the def2-TZVPD basis set.

Geometry as ORCA input:
```
! RIJCOSX wB97M-V def2-TZVPD def2/J DEFGRID3
* xyz 1 1
C 1.01 1.65 0.39
C -1.57 -0.15 0.53
N 2.26 -1.25 -0.22
N -2.35 0.01 -0.66
O 0.13 0.07 -1.75
O 0.95 -1.23 0.28
P 0.20 0.06 -0.01
H 1.45 2.19 -0.39
H 0.18 2.28 0.73
H 1.66 1.48 1.19
H -1.80 -1.15 0.87
H -1.75 0.62 1.34
H 2.90 -1.38 0.59
H 2.57 -2.04 -0.70
H -3.32 -0.30 -0.65
H -2.46 0.97 -0.97
H -0.57 -0.34 -2.18
*
```

Energy relative to the best compared isomer or geometry (same formula, charge and spin): 353.16 kJ/mol
LUMO: -3.3761 eV

=====

(5)
This record from OMol25 describes a molecular structure, C5H10FN2. The level of theory is ωB97M-V with the def2-TZVPD basis set.

Geometry as ORCA input:
```
! RIJCOSX wB97M-V def2-TZVPD def2/J DEFGRID3
* xyz 1 1
C -0.25 -1.09 1.96
C -0.91 0.77 0.42
C 1.19 -0.96 -0.01
C -0.43 -0.06 -0.72
C -0.02 0.81 -1.93
N -1.06 -0.12 1.56
N 0.85 -1.45 1.27
F -1.25 -1.02 -1.06
H -0.37 -1.61 2.90
H -0.16 1.49 0.75
H -1.83 1.43 0.19
H 1.59 -1.73 -0.60
H 1.58 0.02 0.00
H -1.00 1.30 -2.22
H 0.17 0.02 -2.72
H 0.73 1.69 -1.78
H -1.81 0.22 2.16
H 1.53 -2.07 1.80
*
```

Energy relative to the best compared isomer or geometry (same formula, charge and spin): 188.77 kJ/mol
LUMO: -3.6767 eV

=====

(6)
This record from OMol25 describes 2 unconnected molecules or ions with the total composition C4H12NO2S. The level of theory is ωB97M-V with the def2-TZVPD basis set.

Geometry as ORCA input:
```
! RIJCOSX wB97M-V def2-TZVPD def2/J DEFGRID3
* xyz -1 1
C -0.60 -0.57 1.03
O -1.12 -1.84 0.83
C 0.24 -0.16 -0.19
C 0.95 1.17 0.05
C 1.69 1.78 -1.15
S 0.78 1.87 -2.72
N 1.23 -1.19 -0.48
H -1.39 0.13 1.36
H 0.14 -0.55 1.89
H -0.42 -0.09 -1.06
H 0.19 1.92 0.30
H 1.62 1.16 0.90
H 2.61 1.23 -1.36
H 2.04 2.79 -0.91
H -0.43 1.87 -2.14
H 1.67 -1.42 0.42
H 0.67 -2.05 -0.51
H -2.54 -1.73 1.35
H -3.80 -2.47 0.85
O -3.55 -1.85 1.55
*
```

Energy relative to the best compared isomer or geometry (same formula, charge and spin): 61.17 kJ/mol
LUMO: 3.1134 eV

=====

(7)
This record from OMol25 describes a molecular structure, C3H4GaO4. The level of theory is ωB97M-V with the def2-TZVPD basis set.

Geometry as ORCA input:
```
! RIJCOSX wB97M-V def2-TZVPD def2/J DEFGRID3
* xyz 2 2
O -1.83 0.67 -0.36
C -1.54 -0.12 -1.40
C -0.87 0.55 0.70
O -1.26 0.33 -2.48
O -0.78 -1.15 -0.92
C 0.00 -0.59 0.25
H -1.41 0.28 1.62
H -0.35 1.51 0.81
H 0.48 -1.41 0.79
O 2.66 0.22 0.68
H 3.00 -0.55 1.14
Ga 1.90 0.25 -0.84
*
```

Energy relative to the best compared isomer or geometry (same formula, charge and spin): 389.90 kJ/mol
LUMO (alpha / beta): -13.5466 / -14.9327 eV

=====

(8)
This record from OMol25 describes a molecular structure, C4H5AgO5. The level of theory is ωB97M-V with the def2-TZVPD basis set.

Geometry as ORCA input:
```
! RIJCOSX wB97M-V def2-TZVPD def2/J DEFGRID3
* xyz 2 3
O 0.43 0.53 -0.65
C 1.25 -0.36 -0.03
O 2.29 -0.01 0.52
O 0.79 -1.54 0.06
Ag 3.05 1.82 0.70
C -0.66 -1.85 -0.09
C -1.51 -1.00 0.76
H -0.90 -1.76 -1.16
H -0.68 -2.90 0.21
H -1.28 -0.92 1.83
H -2.43 -0.58 0.37
O 1.13 2.45 0.32
C 0.26 1.83 -0.27
O -0.65 2.43 -0.95
H -1.09 1.88 -1.62
*
```

Energy relative to the best compared isomer or geometry (same formula, charge and spin): 0.00 kJ/mol
LUMO (alpha / beta): -10.1104 / -14.2008 eV

=====

(9)
This record from OMol25 describes a molecular structure, C3H3N5. The level of theory is ωB97M-V with the def2-TZVPD basis set.

Geometry as ORCA input:
```
! RIJCOSX wB97M-V def2-TZVPD def2/J DEFGRID3
* xyz 0 1
C -1.00 -0.43 -0.19
C 0.07 1.38 0.18
C 1.24 -1.22 0.18
H -2.89 0.39 -0.27
H 0.35 2.40 0.30
H 1.94 -1.95 0.94
N -2.17 -0.59 -0.67
N -0.91 0.69 0.51
N 1.32 0.88 -0.60
N 2.03 -0.19 -0.51
N 0.03 -1.36 0.12
*
```

Energy relative to the best compared isomer or geometry (same formula, charge and spin): 490.52 kJ/mol
LUMO: -1.3216 eV